Entry 1:
C31H33BN10O4V as an isolated structure. Source: OMol25; level of theory: wB97M-V/def2-TZVPD.

```
80
C31H33BN10O4V wB97M-V/def2-TZVPD
V -0.191 -0.234 -0.277
C 2.204 -0.535 3.285
C 1.174 -0.895 2.413
N 1.265 -0.208 1.283
N 2.332 0.615 1.404
C 2.916 0.427 2.599
B 2.822 1.347 0.140
N 1.677 2.217 -0.440
C 1.790 3.452 -0.959
C 0.629 3.750 -1.638
C -0.164 2.610 -1.486
N 0.471 1.703 -0.761
N 3.199 0.288 -0.908
C 4.355 -0.379 -1.114
C 4.109 -1.385 -2.020
C 2.736 -1.274 -2.293
N 2.194 -0.282 -1.607
N 4.015 2.260 0.425
C 4.968 2.660 -0.452
C 5.677 3.684 0.128
C 5.057 3.858 1.380
N 4.056 3.013 1.548
H 2.390 -0.907 4.277
H 0.366 -1.598 2.545
H 3.777 1.008 2.877
H 2.687 4.030 -0.808
H 0.390 4.658 -2.163
H -1.147 2.384 -1.865
H 5.262 -0.096 -0.605
H 4.814 -2.093 -2.420
H 2.115 -1.878 -2.935
H 5.054 2.204 -1.423
H 6.510 4.222 -0.289
H 5.299 4.560 2.163
O 0.194 -2.093 -0.477
C -0.053 -2.878 -1.500
C -0.787 -2.533 -2.651
C -1.062 -3.512 -3.625
C -1.795 -3.194 -4.754
C -2.287 -1.913 -4.979
C -2.011 -0.931 -4.040
C -1.265 -1.192 -2.886
O -0.997 -0.213 -2.061
N -2.064 -4.236 -5.736
O -1.617 -5.355 -5.537
O -2.747 -3.956 -6.710
H 0.375 -3.878 -1.438
H -0.709 -4.525 -3.489
H -2.861 -1.704 -5.868
H -2.362 0.083 -4.185
C -2.568 2.984 1.017
C -1.893 2.505 2.302
C -0.371 2.612 2.241
C -2.387 1.129 2.713
C -3.044 1.041 3.935
C -3.642 -0.132 4.362
C -3.613 -1.229 3.521
C -2.951 -1.209 2.297
C -3.019 -2.496 1.488
C -3.345 -2.310 0.008
C -1.788 -3.376 1.714
C -2.265 -0.030 1.907
N -1.470 -0.010 0.768
H -2.220 3.987 0.757
H -3.653 3.018 1.146
H -2.351 2.316 0.189
H -2.231 3.180 3.095
H 0.032 1.955 1.477
H 0.079 2.332 3.196
H -0.064 3.634 2.001
H -3.107 1.932 4.550
H -4.151 -0.179 5.317
H -4.115 -2.144 3.816
H -3.867 -3.039 1.919
H -2.553 -1.798 -0.530
H -4.261 -1.727 -0.116
H -3.495 -3.285 -0.463
H -0.887 -2.910 1.324
H -1.908 -4.333 1.199
H -1.653 -3.578 2.781
```

Results
2S+1 = 3
Total charge = -1
HOMO energy (spin up / spin down) = -2.81 / -5.12 eV
Calculated total energy = -82142.115 eV
Maximum force = 0.508 eV/A
Relative energy (zero: lowest compared OMol25 entry of this formula, charge and spin) = 0.9 kcal per mole
Kohn-Sham gap (spin up / spin down) = 5.408 / 7.721 eV

Results of the Löwdin charge analysis, in e, for atoms 1 through 4: V 0.9051; C -0.0437; C -0.1059; N -0.0115

=====

Entry 2:
C3H11N3 as an isolated structure at a distorted geometry. Source: OMol25; level of theory: wB97M-V/def2-TZVPD.

```
17
C3H11N3 wB97M-V/def2-TZVPD
C -1.694 -1.052 0.525
C -1.245 0.368 0.547
C -1.156 1.190 -0.564
H -0.961 0.764 1.515
H -2.567 -1.191 1.170
H -0.917 -1.724 0.905
H -1.965 -1.371 -0.483
H -1.210 2.265 -0.422
H -1.636 0.859 -1.481
N 1.384 0.395 -0.329
N 2.470 0.661 0.519
N 1.443 -0.944 -0.769
H 0.338 1.090 -0.692
H 2.108 1.096 1.365
H 3.016 -0.155 0.788
H 0.510 -1.241 -1.035
H 2.083 -1.009 -1.560
```

Results
HOMO energy (spin up / spin down) = -6.21 / -6.22 eV
Calculated total energy = -7754.206 eV
Maximum force = 3.941 eV/A
Relative energy (zero: lowest compared OMol25 entry of this formula, charge and spin) = 135.5 kcal per mole
Kohn-Sham gap (spin up / spin down) = 6.657 / 6.660 eV

Results of the Löwdin charge analysis, in e, for atoms 1 through 4: C -0.1062; C -0.1821; C -0.1202; H 0.1057

=====

The highest relative energy (zero: lowest compared OMol25 entry of this formula, charge and spin) belongs to which entry?
C3H11N3

=====

Which formula does entry 2 have?
C3H11N3

=====

Repeat the first record exactly.
C31H33BN10O4V as an isolated structure. Source: OMol25; level of theory: wB97M-V/def2-TZVPD.

```
80
C31H33BN10O4V wB97M-V/def2-TZVPD
V -0.191 -0.234 -0.277
C 2.204 -0.535 3.285
C 1.174 -0.895 2.413
N 1.265 -0.208 1.283
N 2.332 0.615 1.404
C 2.916 0.427 2.599
B 2.822 1.347 0.140
N 1.677 2.217 -0.440
C 1.790 3.452 -0.959
C 0.629 3.750 -1.638
C -0.164 2.610 -1.486
N 0.471 1.703 -0.761
N 3.199 0.288 -0.908
C 4.355 -0.379 -1.114
C 4.109 -1.385 -2.020
C 2.736 -1.274 -2.293
N 2.194 -0.282 -1.607
N 4.015 2.260 0.425
C 4.968 2.660 -0.452
C 5.677 3.684 0.128
C 5.057 3.858 1.380
N 4.056 3.013 1.548
H 2.390 -0.907 4.277
H 0.366 -1.598 2.545
H 3.777 1.008 2.877
H 2.687 4.030 -0.808
H 0.390 4.658 -2.163
H -1.147 2.384 -1.865
H 5.262 -0.096 -0.605
H 4.814 -2.093 -2.420
H 2.115 -1.878 -2.935
H 5.054 2.204 -1.423
H 6.510 4.222 -0.289
H 5.299 4.560 2.163
O 0.194 -2.093 -0.477
C -0.053 -2.878 -1.500
C -0.787 -2.533 -2.651
C -1.062 -3.512 -3.625
C -1.795 -3.194 -4.754
C -2.287 -1.913 -4.979
C -2.011 -0.931 -4.040
C -1.265 -1.192 -2.886
O -0.997 -0.213 -2.061
N -2.064 -4.236 -5.736
O -1.617 -5.355 -5.537
O -2.747 -3.956 -6.710
H 0.375 -3.878 -1.438
H -0.709 -4.525 -3.489
H -2.861 -1.704 -5.868
H -2.362 0.083 -4.185
C -2.568 2.984 1.017
C -1.893 2.505 2.302
C -0.371 2.612 2.241
C -2.387 1.129 2.713
C -3.044 1.041 3.935
C -3.642 -0.132 4.362
C -3.613 -1.229 3.521
C -2.951 -1.209 2.297
C -3.019 -2.496 1.488
C -3.345 -2.310 0.008
C -1.788 -3.376 1.714
C -2.265 -0.030 1.907
N -1.470 -0.010 0.768
H -2.220 3.987 0.757
H -3.653 3.018 1.146
H -2.351 2.316 0.189
H -2.231 3.180 3.095
H 0.032 1.955 1.477
H 0.079 2.332 3.196
H -0.064 3.634 2.001
H -3.107 1.932 4.550
H -4.151 -0.179 5.317
H -4.115 -2.144 3.816
H -3.867 -3.039 1.919
H -2.553 -1.798 -0.530
H -4.261 -1.727 -0.116
H -3.495 -3.285 -0.463
H -0.887 -2.910 1.324
H -1.908 -4.333 1.199
H -1.653 -3.578 2.781
```

Results
2S+1 = 3
Total charge = -1
HOMO energy (spin up / spin down) = -2.81 / -5.12 eV
Calculated total energy = -82142.115 eV
Maximum force = 0.508 eV/A
Relative energy (zero: lowest compared OMol25 entry of this formula, charge and spin) = 0.9 kcal per mole
Kohn-Sham gap (spin up / spin down) = 5.408 / 7.721 eV

Results of the Löwdin charge analysis, in e, for atoms 1 through 4: V 0.9051; C -0.0437; C -0.1059; N -0.0115